[1]
Here is an isolated molecule of C6H11OP from the Open Molecules 2025 dataset. Energies are from wB97M-V/def2-TZVPD.

XYZ file:
```
19
Properties=species:S:1:pos:R:3:forces:R:3
H -1.7618 1.5414 0.1078 0.15 1.12 -1.05
H 0.6418 0.8770 1.3578 -1.21 -1.00 1.17
C -1.5753 -1.0031 -0.0905 -0.86 -2.02 -0.08
H 3.1138 1.2246 -1.8300 1.44 2.62 -1.82
H -0.2613 -0.3312 2.7156 0.35 1.63 -2.02
C -0.2851 0.6006 1.9814 1.44 -3.74 -2.32
C 1.5683 0.1908 -1.2080 -0.52 -1.54 0.44
C 0.4777 -0.3090 -1.0799 0.87 0.40 -1.83
P -1.7918 0.4916 0.9551 -0.33 -2.11 2.46
C -0.8138 -0.8786 -1.4401 -1.24 3.27 2.37
H -2.6139 -1.5289 -0.2819 1.98 1.06 0.71
H -1.3494 -0.1043 -2.0590 0.49 -1.45 -0.16
O -2.9713 0.4626 1.8841 0.46 0.02 -1.03
H -0.4825 1.3510 2.5990 -0.79 3.55 2.69
H 3.0052 0.8187 -0.0919 0.96 1.59 1.97
H -0.8456 -1.7135 0.4396 -1.63 0.83 0.03
H 3.6927 -0.3642 -1.1635 -1.52 1.62 -0.25
H -0.7133 -1.8813 -1.7066 0.06 -1.29 -1.63
C 2.9657 0.5557 -1.0889 -0.11 -4.56 0.35
```
Positions in Å, forces in eV/Å.

As for the highest occupied orbital energy: -9.6463 eV. The HOMO-LUMO gap is 0.37971 hartree. As for the net charge: 0. For the energy relative to the best compared isomer or geometry (same formula, charge and spin), the calculation gives 3.044 eV. As for the SMILES: CC#CCC[P@H](C)=O.



[2]
Here is a cluster of 2 separate species, CH2N2O2S in total from the Open Molecules 2025 dataset. Energies are from wB97M-V/def2-TZVPD.

XYZ file:
```
8
Properties=species:S:1:pos:R:3:forces:R:3
O -1.6378 1.5138 0.9732 -0.44 2.41 3.20
H 1.6808 -0.0605 -1.2017 -0.09 0.17 -0.13
S -1.3098 0.9272 -0.2784 1.81 1.10 -1.91
N -0.1435 -1.7914 0.5152 0.99 0.27 -0.18
C 1.1873 0.0852 -0.2499 -1.01 -1.29 -2.02
O -1.9804 -0.3087 -0.5049 -1.61 -2.73 -1.51
N 0.6013 -0.9743 0.2433 -0.94 -2.54 0.56
H 1.6021 0.6086 0.5032 1.29 2.61 1.99
```
Positions in Å, forces in eV/Å.

Its spin multiplicity is 3. As for the highest occupied orbital energy (spin up / spin down): -5.9711 / -10.1076 eV. The HOMO-LUMO gap (spin up / spin down) is 0.18984 / 0.23917 hartree. As for the net charge: 0. For the energy relative to the best compared isomer or geometry (same formula, charge and spin), the calculation gives 2.640 eV.



[3]
Here is a cluster of 2 separate species, CH4N2S3 in total from the Open Molecules 2025 dataset. Energies are from wB97M-V/def2-TZVPD.

XYZ file:
```
10
Properties=species:S:1:pos:R:3:forces:R:3
C 0.4764 2.0051 0.9122 -1.17 -1.42 1.94
N 0.2783 -1.8008 -2.2763 -1.34 2.99 0.92
S 1.5563 0.5656 1.0005 0.12 1.03 -0.35
H 0.4592 -2.4314 -1.5596 0.70 -2.03 0.40
S -0.3457 0.6622 -2.4542 0.05 -0.33 -0.15
N -0.1473 -0.6967 -1.6580 0.30 -0.48 -0.91
S -0.9845 2.0618 1.6573 0.98 0.06 -0.65
H 1.0008 -0.2098 1.9728 -0.37 0.74 -0.41
H 0.5304 -1.8041 -3.2481 0.27 -0.15 -0.31
H 0.8562 2.9210 0.4740 0.47 -0.41 -0.47
```
Positions in Å, forces in eV/Å.

As for the highest occupied orbital energy: -8.4729 eV. The HOMO-LUMO gap is 0.29396 hartree. As for the net charge: 0. For the energy relative to the best compared isomer or geometry (same formula, charge and spin), the calculation gives 2.215 eV. As for the SMILES: NN=S.S=CS.



[4]
Here is a cluster of 2 separate species, C12H22BN3O3 in total from the Open Molecules 2025 dataset. Energies are from wB97M-V/def2-TZVPD.

XYZ file:
```
41
Properties=species:S:1:pos:R:3:forces:R:3
C 1.2822 1.8604 0.5299 0.18 1.29 -0.13
C -1.9905 -0.3524 0.2285 -0.10 -0.15 -0.06
H 0.7773 -2.1690 2.4665 -0.06 -0.05 -0.10
H -2.4423 1.1884 -3.2736 -0.07 0.09 0.08
H -1.8987 -0.8217 1.2020 0.11 0.11 0.04
N 0.7054 1.7015 -3.1362 -0.11 0.21 -0.77
H 2.9457 -1.9502 -0.5929 0.05 -0.23 0.01
H 4.4073 -1.4147 1.4548 0.04 -0.16 0.18
H 3.3510 -1.7282 2.8712 0.07 -0.10 -0.08
C -2.6034 -2.6419 -0.6685 -0.12 0.43 0.37
C -2.2945 0.7547 -2.2861 -0.05 -0.24 -0.06
C -2.5021 -0.6132 -2.1184 0.23 0.60 0.18
B 1.2105 -0.3890 1.7832 0.29 0.37 -0.52
O 1.2487 1.1953 -0.5478 -0.61 -0.50 -1.15
C 0.8646 1.1615 1.8294 0.09 -1.24 0.50
H 0.6581 2.6058 -3.5997 -0.01 -0.04 -0.03
H -3.5507 -2.9123 -1.1352 0.09 -0.12 -0.14
C -1.4210 1.9508 1.2175 -0.93 -0.63 0.54
C -2.3457 -1.1610 -0.8483 -0.20 -0.49 -0.27
H 3.8849 -0.0809 2.4418 -0.13 -0.02 0.14
H -1.7957 -3.2354 -1.0963 -0.05 -0.09 -0.01
H 1.2219 -1.9410 -0.1578 0.09 -0.05 -0.23
H -2.8049 -1.2129 -2.9676 0.01 -0.14 0.08
H 1.5273 1.5476 2.6204 0.03 0.23 -0.13
N -0.5224 1.4601 2.2390 0.18 0.69 -0.35
H -2.7006 -2.8734 0.3924 0.14 -0.12 -0.02
O 0.3837 -1.2921 2.4127 -0.15 0.17 0.07
C 2.2388 -1.9934 0.2369 -0.27 0.39 0.57
H -0.9309 0.7109 2.7763 0.04 -0.12 -0.11
C -1.9308 1.5467 -1.2055 -0.17 0.07 -0.10
C 3.5593 -1.0409 2.0347 0.23 0.39 -0.48
H -0.1944 1.2207 -3.2106 -0.02 -0.02 0.20
C -1.7756 1.0081 0.0715 0.28 0.49 -0.48
O 1.5956 3.0564 0.5947 -0.09 -0.01 0.16
N 2.4439 -0.8437 1.1162 -0.11 -0.37 0.55
H 1.4383 1.1355 -3.5566 0.04 0.01 0.11
H 2.3309 -2.9432 0.7899 0.13 -0.12 -0.26
H -1.1235 2.9245 0.8309 0.39 -0.11 -0.05
H 0.9204 1.8299 -2.1181 0.44 -0.50 1.67
H -2.3752 2.1376 1.7296 0.05 0.09 0.01
H -1.7933 2.6144 -1.3508 0.07 -0.01 0.07
```
Positions in Å, forces in eV/Å.

As for the highest occupied orbital energy: -7.4411 eV. The HOMO-LUMO gap is 0.26732 hartree. As for the net charge: 0.



[5]
Here is a cluster of 10 separate species, C32H64O22S4 in total from the Open Molecules 2025 dataset. Energies are from wB97M-V/def2-TZVPD.

XYZ file:
```
122
Properties=species:S:1:pos:R:3:forces:R:3
H 14.9640 19.0662 6.1832 0.37 0.07 0.02
H 15.7355 21.1899 5.3514 -0.25 -0.03 0.12
H 21.2160 10.8925 -5.6515 -0.19 0.43 -0.14
S 15.6405 12.6852 -4.8988 0.08 -0.59 -0.13
H 24.4666 14.0124 3.3169 -0.30 0.31 -0.01
C 18.3942 21.0493 -1.3494 -0.35 -1.03 -0.91
C 19.4877 13.4487 0.9377 0.72 -0.19 1.25
C 24.8420 14.9111 2.8276 1.19 0.41 -0.22
H 17.5580 21.6694 -3.2142 -0.07 -0.10 -0.24
O 15.5856 18.1458 4.4718 1.83 -0.70 -1.58
O 16.2520 14.9953 5.1072 -3.43 0.12 -1.05
H 17.8226 19.8978 0.2996 -0.69 -0.55 0.23
C 20.8693 20.5338 1.4119 0.08 0.25 -1.21
H 24.3907 10.5044 -2.5814 -0.36 0.21 -0.07
H 20.5944 21.5847 1.5029 0.50 0.38 -0.85
O 21.8656 20.5056 3.4496 2.17 1.00 -0.08
O 17.5197 18.1946 2.6028 -2.15 1.10 2.66
C 23.0071 20.4859 2.5052 -0.66 -0.97 -0.60
C 16.0487 14.7631 -3.4513 -0.34 -0.60 -0.10
H 20.0450 13.2091 -4.7609 -0.02 0.43 0.56
H 15.3981 9.5845 2.0274 -0.07 -0.94 0.19
H 20.2798 20.0527 0.6315 -0.31 0.06 0.33
C 18.0012 20.7766 -2.7732 -0.18 0.01 -1.02
H 22.0885 12.0963 -4.6197 0.05 -0.02 -0.23
O 16.2597 20.2496 3.6336 2.70 -1.54 -1.68
H 21.1461 14.3988 2.1610 0.24 -1.09 -0.22
H 16.8584 17.9583 -1.6981 0.15 0.09 -0.07
H 24.2507 10.2535 1.4089 -0.62 -0.45 0.15
O 19.2122 14.2104 -0.2153 0.01 -0.86 -0.61
C 19.9800 12.2216 -4.3040 -0.40 1.15 -0.61
O 22.9823 15.8124 -0.2687 3.10 0.00 2.29
H 17.8943 15.5641 0.5539 -0.08 0.03 0.73
H 25.4809 12.4951 -1.5574 0.68 0.31 1.28
O 16.4410 11.9330 -5.9048 -1.88 2.17 3.42
C 20.6864 20.0780 2.8030 0.30 -1.41 1.13
H 20.4625 9.6639 -3.7349 -0.30 -0.20 -0.01
C 22.3711 20.1894 1.1513 -1.44 -0.79 -0.28
H 20.1965 12.6376 0.7711 -0.26 -0.08 -0.64
O 17.2394 9.1369 1.2160 1.37 -0.09 1.05
C 16.3445 10.0679 1.7850 -2.71 0.21 -1.16
H 15.1077 15.3120 -3.4880 0.16 0.11 0.35
H 18.7822 18.8722 -0.6276 0.69 0.52 -0.65
C 18.0264 19.6493 -0.7419 -0.87 0.37 1.75
H 26.9133 14.7848 1.7497 -0.28 0.52 0.34
H 23.7794 12.6100 -1.3555 -0.30 0.20 -0.03
H 19.4166 21.3888 -1.1832 0.18 -0.55 -0.26
S 17.0167 18.7489 3.8645 0.66 1.68 1.01
H 16.8939 13.5928 -1.8298 0.02 -0.41 0.00
H 20.6237 18.9942 2.9010 -0.03 -0.45 -0.25
C 25.8788 14.4430 1.7177 -1.04 -0.19 0.72
O 20.8990 11.1458 -2.3770 -0.15 -0.30 0.32
H 22.7587 11.2155 1.0378 -0.14 -0.27 0.16
H 15.0957 13.5108 -1.9372 0.11 0.20 0.31
H 23.8640 8.9990 -0.4248 -0.88 -0.42 -0.23
H 17.4807 16.3171 6.1596 -0.59 -0.16 0.00
H 20.9315 16.0408 0.8436 -0.26 0.05 -0.08
H 18.9777 12.0584 -2.4130 -0.07 -0.63 0.27
H 18.8863 20.5425 -3.3648 -0.19 -0.71 -0.34
C 15.2876 20.5566 4.5856 0.25 -0.86 0.23
O 25.2926 14.7963 0.4655 -1.59 1.98 -0.38
H 17.3851 13.9833 7.2364 -0.14 0.01 -0.11
H 16.5923 11.7494 0.4039 0.33 0.39 0.57
H 25.8733 13.3585 1.8269 0.09 0.00 -0.73
C 17.4160 9.3742 -0.1912 1.86 -1.43 0.31
H 13.7807 19.0746 4.9377 0.14 -0.68 -0.49
C 14.8551 19.1560 5.1024 -1.28 1.23 1.47
H 22.1554 9.8648 -3.3771 0.16 0.27 0.14
O 23.7790 15.6176 2.2023 -0.24 0.18 -2.17
H 14.9389 11.3696 0.6576 -0.17 -0.39 0.12
H 23.6606 19.6574 2.7784 0.07 0.08 0.22
H 18.2986 9.9589 -0.4505 0.35 0.10 0.43
C 17.4953 15.4108 5.5542 1.40 0.17 0.50
O 16.9593 19.7571 -2.7965 0.53 0.09 -0.68
H 19.6533 14.2157 2.9466 -0.54 0.65 -0.05
C 16.2034 10.0065 -0.5998 -3.65 0.97 -0.05
O 17.5813 13.1874 5.3170 -1.48 -2.90 -2.40
H 19.5814 16.6182 1.8688 0.38 -0.01 0.48
H 22.7763 20.4806 0.1822 0.29 1.33 0.45
H 18.9810 13.9207 6.3798 0.06 0.70 0.53
H 20.3761 13.0455 -2.2458 -0.08 0.38 -0.38
O 24.5721 11.8977 0.4001 0.80 0.60 -0.89
H 18.0186 15.6325 4.6241 1.08 -0.07 0.35
O 14.1812 12.6288 -5.0069 2.74 0.29 0.32
O 16.2130 14.1738 -4.7444 0.08 -0.03 -1.77
H 16.9099 15.4007 -3.2511 -0.18 0.03 -0.31
H 19.8661 20.4429 3.4211 -0.19 0.45 -0.45
O 16.8924 13.9446 2.9373 -0.20 -0.79 1.74
C 16.8235 19.0392 -1.5616 1.53 2.74 0.56
C 20.0015 12.1670 -2.7712 -0.01 1.35 0.33
S 16.3822 13.6276 4.2547 -0.13 0.94 1.12
H 19.0606 16.2302 -0.5366 -0.10 -0.20 -0.55
H 16.4504 10.6378 2.7081 1.78 -0.07 -0.01
H 17.5008 8.3855 -0.6421 0.39 -0.02 0.03
C 15.9268 10.9114 0.6116 0.42 1.50 -1.27
O 16.0641 12.4218 -3.2906 0.14 -2.90 -2.50
C 17.9150 14.1319 6.2955 1.10 0.86 -0.93
C 21.2228 10.4126 -3.5124 0.35 0.09 -1.85
O 24.6808 17.4503 0.6691 -1.08 -4.68 -0.18
H 22.4590 10.0153 -1.0362 0.20 -0.01 0.12
S 24.1349 16.0393 0.6301 -0.11 1.83 0.14
C 19.9704 15.7820 1.2878 -1.15 0.48 1.07
H 17.8161 21.9567 -1.1747 -0.60 -0.57 1.58
H 15.8847 19.3624 -1.1120 -0.20 -0.36 0.04
C 20.0746 14.4201 1.9624 1.61 0.38 0.95
C 18.9425 15.4981 0.2622 -0.35 1.14 -1.81
H 15.4514 9.2178 -0.6211 -0.40 0.01 -0.17
C 24.5088 10.6100 -1.5030 1.50 0.51 -1.56
H 19.0008 11.8918 -4.6511 0.27 -0.75 -0.23
C 23.4816 9.9924 -0.6595 0.00 -0.70 1.73
O 15.1628 12.8458 4.3610 2.31 1.17 0.20
H 14.4932 21.0640 4.0383 0.00 0.01 0.26
H 18.5951 13.0710 1.4364 -0.35 -0.31 -0.58
C 24.6473 12.0420 -1.0208 -1.39 -0.64 -0.99
H 25.4569 10.1097 -1.3054 0.26 0.04 0.08
C 21.2086 11.4611 -4.7216 0.29 -2.18 1.84
H 25.2553 15.6221 3.5430 0.29 -0.34 0.11
O 17.9923 18.8589 4.9652 -2.25 -0.33 -2.06
C 23.6830 10.7892 0.6480 0.22 0.64 0.39
H 16.1126 10.5618 -1.5334 0.55 -0.15 -0.04
H 23.6246 21.3767 2.3899 -0.50 0.48 0.97
H 22.4039 19.1252 0.9177 -0.26 -0.48 0.67
C 16.0319 13.5399 -2.4947 -0.77 1.72 0.50
```
Positions in Å, forces in eV/Å.

As for the highest occupied orbital energy: -9.2599 eV. The HOMO-LUMO gap is 0.34528 hartree. As for the net charge: 0. For the energy relative to the best compared isomer or geometry (same formula, charge and spin), the calculation gives 6.310 eV. As for the SMILES: O=S1(=O)OCCO1.O=S1(=O)OCCO1.O=S1(=O)OCCO1.O=S1(=O)OCCO1.C1CCOC1.C1CCOC1.C1CCOC1.C1CCOC1.C1CCOC1.C1CCOC1.



[6]
Here is a structure of composition H12MgO6 from the Open Molecules 2025 dataset. Energies are from wB97M-V/def2-TZVPD.

XYZ file:
```
19
Properties=species:S:1:pos:R:3:forces:R:3
H -15.5226 -13.5778 -0.7996 0.20 0.11 -0.18
O -15.1662 -13.4694 -1.6968 -0.06 0.64 0.34
H -13.7798 -13.0443 -4.6892 -0.18 -0.27 0.03
H -13.2883 -16.0591 -3.7358 -0.12 0.03 0.57
H -14.8693 -12.5367 -1.7277 0.02 -0.64 0.00
H -13.5646 -16.1565 -2.2039 0.50 -0.53 0.94
O -13.8762 -15.7783 -3.0098 -0.38 0.54 -1.84
H -18.2170 -13.4502 -3.6972 0.91 -0.01 0.07
O -17.2376 -13.3820 -3.6093 -1.15 -0.67 -0.42
H -16.7709 -15.2619 -5.6788 0.32 -1.14 0.85
H -17.2196 -16.6453 -2.2601 1.24 1.40 0.79
H -16.6247 -15.7226 -1.1311 -0.59 0.32 3.37
H -16.3082 -16.7199 -5.0652 -0.51 1.66 -0.17
H -17.0618 -12.5148 -3.2652 -0.06 0.85 0.29
O -16.5238 -15.7634 -4.8565 0.24 -0.83 -0.95
H -15.1742 -12.7541 -5.2372 -0.27 0.15 -0.26
Mg -15.6615 -14.7275 -3.3319 0.44 0.52 -0.13
O -16.5526 -15.9266 -2.0140 -1.09 -2.14 -3.65
O -14.6983 -13.3639 -4.6695 0.54 0.01 0.35
```
Positions in Å, forces in eV/Å.

As for the highest occupied orbital energy: -20.5131 eV. The HOMO-LUMO gap is 0.49409 hartree. As for the net charge: +2. For the energy relative to the best compared isomer or geometry (same formula, charge and spin), the calculation gives 0.380 eV.



no.,maximum force (eV/Å)
1,4.6
2,4.0
3,3.4
4,1.8
5,4.8
6,4.4